# 1
{
  "formula": "C21H30N2O2S",
  "method": "ωB97M-V/def2-TZVPD",
  "e_homo_ev": -8.23,
  "e_lumo_ev": 0.58,
  "homo_lumo_gap_ev": 8.815,
  "e_tot_ha": -1476.37716,
  "smiles": "COc1ccc(CC2(CO)CCN(Cc3nc(C(C)C)cs3)CC2)cc1",
  "symbols": ["C", "O", "C", "C", "C", "C", "C", "C", "C", "O", "C", "C", "N", "C", "C", "N", "C", "C", "C", "C", "C", "S", "C", "C", "C", "C", "H", "H", "H", "H", "H", "H", "H", "H", "H", "H", "H", "H", "H", "H", "H", "H", "H", "H", "H", "H", "H", "H", "H", "H", "H", "H", "H", "H", "H", "H"],
  "positions_angstrom": [[-8.11650, -1.39394, 0.60020], [-7.02028, -1.89316, -0.12417], [-5.96042, -1.06331, -0.35303], [-5.86855, 0.25461, 0.07725], [-4.73893, 1.00017, -0.21588], [-3.68021, 0.46055, -0.93188], [-2.45615, 1.27940, -1.22605], [-1.37207, 1.20570, -0.12138], [-1.95380, 1.78094, 1.18657], [-2.49501, 3.07393, 1.05431], [-0.14808, 2.01203, -0.59048], [1.08238, 1.79665, 0.30289], [1.44510, 0.40339, 0.46606], [2.11339, -0.18072, -0.68902], [3.58130, 0.07029, -0.60723], [4.43818, -0.77961, -0.17975], [5.71129, -0.30166, -0.18198], [6.83076, -1.17815, 0.29056], [6.91928, -2.41723, -0.60157], [6.58616, -1.57700, 1.74634], [5.82687, 0.97338, -0.64098], [4.28967, 1.60481, -1.08574], [0.32184, -0.35965, 0.96894], [-0.93434, -0.25012, 0.09502], [-3.78789, -0.85624, -1.36819], [-4.90637, -1.61021, -1.08446], [-7.82709, -1.09052, 1.61194], [-8.82859, -2.21565, 0.66204], [-8.58608, -0.54732, 0.08819], [-6.66758, 0.71515, 0.63699], [-4.68166, 2.02391, 0.12317], [-2.01497, 0.94230, -2.16698], [-2.74692, 2.32571, -1.34026], [-2.78447, 1.15107, 1.51292], [-1.19214, 1.77472, 1.97610], [-1.78607, 3.68186, 0.81814], [0.09931, 1.70346, -1.60932], [-0.38015, 3.07891, -0.63358], [1.93529, 2.33431, -0.11781], [0.89984, 2.20112, 1.30300], [1.73256, 0.20314, -1.64742], [1.97355, -1.26307, -0.66544], [7.76605, -0.61237, 0.21988], [5.97810, -2.95968, -0.56732], [7.71789, -3.07156, -0.26017], [7.11905, -2.13270, -1.63253], [5.63601, -2.09835, 1.82698], [7.38125, -2.23071, 2.09730], [6.55259, -0.69570, 2.38317], [6.70835, 1.57317, -0.74285], [0.62358, -1.40570, 1.05506], [0.10892, 0.00414, 1.97798], [-1.74581, -0.81893, 0.55085], [-0.71774, -0.69653, -0.87847], [-2.98858, -1.29800, -1.94546], [-4.99207, -2.63102, -1.42244]],
  "forces_ev_per_a": [[-0.17, 0.09, 0.12], [0.33, -0.03, -0.18], [0.10, -0.04, -0.05], [-0.34, -0.18, 0.12], [0.13, -0.10, -0.12], [-0.02, 0.19, -0.10], [0.09, 0.02, 0.24], [-0.16, 0.11, -0.18], [0.33, -0.51, 0.02], [-0.06, 0.48, -0.13], [0.07, -0.18, 0.30], [-0.09, 0.20, -0.14], [0.12, -0.09, 0.04], [-0.18, 0.09, 0.05], [0.05, 0.88, -0.48], [-0.28, -0.82, 0.23], [0.56, 0.73, -0.18], [-0.10, -0.16, 0.04], [0.12, 0.19, 0.07], [0.15, 0.11, -0.14], [-0.22, 0.04, -0.02], [0.03, -0.71, 0.19], [-0.24, -0.15, -0.05], [0.17, 0.20, 0.31], [-0.15, 0.02, 0.06], [-0.20, -0.08, 0.09], [-0.01, 0.00, -0.05], [0.02, 0.09, 0.02], [0.03, -0.02, 0.03], [-0.09, 0.01, 0.05], [0.02, 0.13, 0.03], [0.06, 0.04, -0.02], [0.06, -0.01, -0.10], [0.12, -0.03, 0.03], [-0.10, -0.07, -0.03], [-0.08, 0.01, 0.05], [-0.06, 0.06, -0.08], [-0.02, 0.08, -0.11], [-0.07, 0.07, 0.15], [0.05, 0.10, -0.03], [-0.04, -0.13, 0.03], [0.02, 0.07, -0.07], [-0.09, -0.02, -0.01], [-0.08, -0.09, -0.01], [0.07, -0.11, 0.01], [0.01, -0.03, -0.11], [-0.09, -0.07, 0.05], [0.06, -0.09, 0.08], [-0.02, 0.05, 0.11], [0.26, 0.07, 0.02], [-0.02, 0.03, 0.08], [-0.01, -0.09, 0.03], [-0.05, -0.09, -0.05], [-0.06, -0.08, -0.09], [0.10, -0.04, -0.07], [-0.02, -0.12, -0.05]]
}

---

# 2
{
  "formula": "C21H30N2O3",
  "method": "ωB97M-V/def2-TZVPD",
  "e_homo_ev": -8.28,
  "e_lumo_ev": 0.23,
  "homo_lumo_gap_ev": 8.508,
  "e_tot_ha": -1152.68918,
  "symbols": ["O", "C", "N", "H", "C", "C", "C", "C", "C", "C", "H", "H", "H", "H", "H", "H", "H", "H", "H", "H", "H", "C", "N", "C", "C", "H", "H", "C", "C", "C", "H", "H", "H", "H", "O", "C", "H", "C", "H", "O", "H", "H", "H", "H", "C", "C", "C", "C", "C", "C", "H", "H", "H", "H", "H", "H"],
  "positions_angstrom": [[-2.53627, -1.66334, 1.44593], [-1.78664, -1.03540, 0.60508], [-0.48704, -0.57661, 0.87605], [0.04890, -0.20859, 0.28462], [-0.04758, -0.45775, 2.48150], [0.27495, 0.73523, 2.97553], [0.80868, 0.60547, 4.42943], [2.26392, 0.04009, 4.34195], [2.01000, -1.41439, 3.87548], [1.29651, -1.44180, 2.42434], [1.32779, -2.56263, 2.03146], [2.23387, -0.97059, 1.77760], [2.73768, -1.91312, 3.94031], [1.27464, -2.02615, 4.44575], [2.62852, 0.03049, 5.37020], [2.92122, 0.27518, 3.75653], [0.95073, 1.76948, 4.68564], [0.13678, 0.24332, 5.03425], [-0.54779, 1.40815, 2.72350], [1.05420, 1.12779, 2.19174], [-0.65112, -1.04178, 3.07306], [-1.95115, -1.00847, -0.72239], [-0.74885, -0.97042, -1.60216], [-0.86888, -0.55316, -2.87046], [0.73658, -0.18477, -3.56761], [0.71855, 0.59295, -4.06430], [0.48437, -1.12766, -4.12928], [1.69672, -0.63492, -2.51195], [1.28958, -2.10927, -1.65360], [-0.27074, -2.24955, -1.56660], [-0.30483, -2.68985, -0.68658], [-0.56749, -2.69852, -2.32795], [1.82987, -2.02130, -0.81903], [1.66919, -2.72066, -2.27104], [2.84672, -0.62294, -2.87088], [3.50136, 0.62344, -3.01406], [3.37858, 1.34341, -3.86425], [2.37752, 1.13970, -1.87759], [3.01592, 1.76180, -0.99579], [1.71294, 0.23345, -1.38765], [1.72316, 2.09108, -2.35856], [4.46771, 0.37704, -2.46501], [-1.26443, 0.61660, -2.73503], [-1.66706, -0.95732, -3.40559], [-2.52742, 0.59635, -0.69479], [-4.16085, 0.77624, -0.89450], [-4.74681, 1.97666, -0.74775], [-4.00031, 3.12236, -0.65264], [-2.33517, 3.03801, -0.63692], [-1.74750, 1.60632, -0.55722], [-0.74037, 1.62858, -0.62940], [-1.75839, 3.87144, -0.51681], [-4.26697, 4.20206, -0.75880], [-5.80968, 2.01776, -0.79224], [-4.81202, -0.22757, -0.95051], [-2.81180, -1.76192, -1.17101]],
  "forces_ev_per_a": [[2.10, 2.76, -2.49], [2.90, -3.74, 8.18], [-7.04, -3.72, 11.73], [5.31, 3.76, -6.16], [2.19, -9.41, -7.50], [2.39, 6.53, -0.40], [5.49, 7.78, -5.27], [-9.42, -5.71, 7.73], [-11.93, 5.37, -1.31], [3.83, 0.64, -0.07], [-1.09, 2.39, 0.86], [-2.73, -0.56, 0.80], [10.81, -7.08, 0.11], [0.20, 0.91, 0.59], [0.39, -0.07, -0.06], [6.66, 4.38, -6.59], [-0.52, -2.36, 0.07], [-3.10, -2.62, 3.47], [-0.31, 0.41, 1.06], [-0.58, -0.10, 1.89], [-2.37, -1.20, 0.78], [-4.74, 3.28, -9.09], [-2.42, 0.33, 5.19], [0.97, 9.21, -1.02], [-5.51, -12.23, 5.30], [0.18, 7.67, -4.50], [1.76, 1.09, -0.83], [-9.52, -3.30, 4.05], [-4.03, 6.24, -2.80], [7.68, 3.53, 2.82], [-1.48, -2.40, 4.03], [-2.85, -5.08, -6.40], [1.63, 0.36, 3.46], [2.91, -5.29, -4.23], [10.65, -3.79, -6.06], [-2.18, 0.52, 4.70], [0.51, -1.54, 0.16], [6.36, 13.78, -0.12], [-1.53, -1.44, -2.09], [-3.79, -3.85, 2.91], [1.31, -2.23, 0.69], [-0.79, 1.20, -1.59], [0.68, -2.79, -0.72], [-0.74, -1.49, -1.90], [-7.91, -5.17, -1.94], [3.99, -4.22, 1.33], [-0.12, 0.17, -0.45], [7.99, 2.45, -0.30], [-7.09, -6.20, 0.43], [-2.12, 8.10, -0.52], [3.24, -0.56, 0.30], [1.33, 2.11, 0.11], [-0.53, -1.35, 0.38], [-0.74, 0.21, -0.03], [1.78, 2.46, 0.04], [1.91, 1.92, 1.27]]
}

---

# 3
{
  "formula": "C21H30N2SiSm",
  "method": "ωB97M-V/def2-TZVPD",
  "charge": 1,
  "e_homo_ev": [-8.86, -8.89],
  "e_lumo_ev": [-5.06, -4.41],
  "homo_lumo_gap_ev": [3.798, 4.478],
  "e_tot_ha": -1874.78473,
  "multiplicity": 6,
  "symbols": ["C", "C", "C", "H", "C", "C", "H", "H", "H", "H", "Sm", "C", "H", "H", "H", "Si", "C", "C", "H", "C", "H", "C", "H", "C", "H", "C", "H", "C", "C", "H", "C", "H", "C", "H", "C", "H", "C", "H", "H", "H", "N", "C", "C", "C", "N", "H", "H", "H", "H", "H", "H", "H", "H", "H", "H"],
  "positions_angstrom": [[0.17197, -1.66981, 1.36608], [0.77915, -2.29135, 0.21643], [1.89787, -1.47906, -0.18840], [0.47674, -3.22991, -0.24466], [1.97593, -0.34277, 0.69533], [0.91579, -0.46524, 1.66591], [0.79445, 0.16439, 2.54564], [-0.65021, -2.08253, 1.94809], [2.61105, -1.72599, -0.97091], [2.75239, 0.42080, 0.69333], [-0.14216, -0.17661, -0.52346], [1.84897, 0.66866, -2.58300], [2.85865, 0.79246, -2.18994], [1.18571, 1.41967, -2.10142], [1.52929, -0.38083, -2.39320], [1.68744, 0.79122, -4.40598], [1.34342, -0.48003, -5.78395], [1.63532, -1.82977, -5.56983], [2.06780, -2.15932, -4.61755], [1.38713, -2.77301, -6.58109], [1.62209, -3.82231, -6.40684], [0.83300, -2.36319, -7.80200], [0.61932, -3.09814, -8.58165], [0.53774, -1.01337, -8.01289], [0.10226, -0.68309, -8.96089], [0.78551, -0.07112, -7.00703], [0.53797, 0.98370, -7.16142], [3.63937, 0.92575, -4.73719], [4.32761, 0.18104, -5.69861], [3.78664, -0.35015, -6.48558], [5.73212, 0.07295, -5.65093], [6.24392, -0.56286, -6.37291], [6.46678, 0.75151, -4.67662], [7.55266, 0.64090, -4.61572], [5.79398, 1.58742, -3.78031], [6.34479, 2.13658, -3.01650], [4.40204, 1.70656, -3.84826], [3.90317, 2.38863, -3.15846], [0.12954, 0.88674, -4.32951], [1.68172, 2.31669, -4.30489], [-2.15978, 0.60725, -1.87588], [-2.74742, 1.95043, -1.56009], [-3.57928, 1.95661, -0.27726], [-3.18891, 0.98363, 0.82092], [-1.70449, 1.00048, 1.08036], [-2.88045, -0.11318, -1.79021], [-1.85068, 0.56360, -2.85411], [-1.91532, 2.66286, -1.49093], [-3.36079, 2.27702, -2.41097], [-3.57058, 2.97777, 0.12709], [-4.62731, 1.76270, -0.54141], [-3.70952, 1.23162, 1.75521], [-3.45588, -0.04906, 0.57516], [-1.49160, 0.55138, 1.97687], [-1.37218, 1.96317, 1.21027]],
  "forces_ev_per_a": [[1.46, -0.04, 0.16], [1.11, 0.31, 1.09], [0.17, -0.59, 1.62], [0.03, 0.24, 0.10], [-0.07, -1.46, 0.99], [1.06, -1.36, -0.11], [-0.10, -0.06, -0.34], [0.11, 0.18, -0.20], [-0.31, 0.19, 0.11], [-0.31, -0.15, -0.14], [-2.38, 2.76, -3.93], [-0.28, -1.26, 2.38], [-0.11, -0.20, 0.03], [-0.08, -0.10, -0.31], [-0.02, 0.02, 0.40], [0.71, 2.64, -2.47], [0.16, -0.11, 0.23], [-0.27, -0.24, -0.73], [-0.01, 0.06, -0.33], [-0.18, 0.28, 0.08], [-0.07, 0.18, -0.11], [0.11, -0.04, 0.30], [0.13, 0.24, 0.25], [-0.01, 0.26, 0.16], [0.17, -0.18, 0.30], [0.07, -0.55, 0.09], [0.07, -0.34, -0.03], [-0.09, -0.32, 0.20], [0.76, -0.09, 0.28], [0.15, 0.03, 0.37], [-0.20, 0.24, -0.03], [-0.07, 0.18, 0.11], [-0.19, -0.11, -0.06], [-0.38, 0.02, -0.05], [-0.31, 0.12, -0.13], [-0.04, -0.04, -0.24], [0.59, -0.57, -0.16], [0.01, -0.08, -0.06], [-1.16, -0.18, 0.86], [-0.27, 0.11, -0.56], [-0.23, -0.35, 0.20], [0.42, -0.19, -0.47], [-0.51, 0.25, -0.09], [0.61, -0.05, 0.37], [0.27, 0.14, 0.37], [-0.12, 0.26, -0.21], [0.06, 0.27, 0.00], [-0.09, -0.18, -0.03], [0.13, 0.03, 0.33], [0.02, -0.18, -0.10], [0.18, -0.04, 0.18], [-0.01, -0.03, -0.33], [0.01, 0.10, -0.04], [-0.35, 0.19, -0.25], [-0.34, -0.16, -0.03]]
}

---

# 4
{
  "formula": "C21H30N4O5RuSSi2",
  "method": "ωB97M-V/def2-TZVPD",
  "charge": -1,
  "e_homo_ev": [-3.81, -4.24],
  "e_lumo_ev": [2.50, 2.28],
  "homo_lumo_gap_ev": [6.312, 6.522],
  "e_tot_ha": -2485.72661,
  "multiplicity": 2,
  "symbols": ["Ru", "O", "C", "C", "O", "C", "C", "O", "C", "O", "O", "C", "Si", "C", "C", "N", "C", "C", "C", "C", "C", "C", "N", "Si", "C", "C", "C", "H", "H", "H", "H", "H", "H", "H", "H", "H", "H", "H", "H", "H", "H", "H", "H", "H", "H", "H", "H", "H", "H", "C", "N", "C", "C", "N", "C", "S", "H", "H", "H", "H", "H", "H", "H", "H"],
  "positions_angstrom": [[-0.09198, -0.23818, -0.11779], [-2.07280, -2.99343, 5.05992], [-1.70034, -2.46836, 4.04311], [-0.36179, -2.72161, 3.34012], [0.50707, -3.46990, 3.72430], [-0.37672, -1.83880, 2.16043], [-1.57698, -1.12731, 2.11440], [-1.79606, -0.26465, 1.16089], [-2.45523, -1.43635, 3.21879], [-3.54877, -0.95120, 3.47114], [0.52845, -1.68118, 1.26872], [-1.66813, -2.08766, -2.75521], [0.15021, -2.37175, -2.36175], [0.93163, -3.05012, -3.93759], [0.23644, -3.75819, -1.10647], [0.86791, -0.91761, -1.76417], [1.92603, -0.16115, -2.16784], [2.66042, -0.25884, -3.36021], [3.74126, 0.57633, -3.59117], [4.11893, 1.53410, -2.65271], [3.40115, 1.65401, -1.47240], [2.30883, 0.82053, -1.22074], [1.53618, 0.82369, -0.07284], [2.01296, 1.60931, 1.40908], [2.06126, 3.48517, 1.17446], [0.76664, 1.27659, 2.77033], [3.67921, 0.98449, 1.98653], [-2.08694, -2.98817, -3.21544], [-1.80083, -1.24874, -3.44142], [-2.24441, -1.87011, -1.85254], [0.40889, -3.97577, -4.19637], [1.98817, -3.29065, -3.80227], [0.83532, -2.36907, -4.78513], [-0.15184, -4.67952, -1.55117], [-0.34114, -3.54384, -0.20762], [1.26689, -3.93143, -0.79002], [2.38855, -0.98727, -4.10977], [4.29193, 0.48179, -4.51988], [4.96017, 2.18894, -2.84277], [3.68764, 2.40590, -0.74810], [1.24038, 3.81103, 0.52717], [2.98403, 3.83017, 0.70585], [1.96466, 3.99693, 2.13545], [-0.25568, 1.15785, 2.41098], [0.78289, 2.09445, 3.49630], [1.03302, 0.35735, 3.29685], [4.47090, 1.16926, 1.25974], [3.60473, -0.09479, 2.13978], [3.96597, 1.44503, 2.93579], [-4.25077, 0.43896, -0.76313], [-3.57952, 1.53085, -0.09246], [-3.98896, 1.86999, 1.27444], [-2.81598, 2.72052, 1.79357], [-1.87363, 2.65798, 0.68233], [-2.30215, 1.84632, -0.28988], [-1.30813, 1.28016, -1.56754], [-5.30485, 0.68548, -0.89376], [-4.15664, -0.46651, -0.15831], [-3.78663, 0.27492, -1.73117], [-4.10445, 0.94684, 1.84734], [-4.93257, 2.41723, 1.26529], [-2.38184, 2.29368, 2.69817], [-3.10713, 3.75254, 1.99260], [-0.88579, 2.82374, 0.77577]],
  "forces_ev_per_a": [[-0.09, -0.12, 0.14], [0.00, 0.03, 0.02], [-0.06, -0.11, -0.07], [0.06, 0.10, 0.06], [-0.01, -0.03, -0.02], [-0.05, -0.07, 0.01], [-0.04, -0.02, -0.01], [0.03, 0.07, -0.11], [0.08, 0.13, 0.05], [-0.02, -0.03, -0.01], [0.09, 0.00, -0.04], [0.02, -0.02, 0.01], [-0.03, -0.02, -0.10], [0.00, 0.02, 0.01], [0.03, 0.03, 0.03], [-0.12, -0.13, -0.01], [0.02, 0.09, 0.04], [0.03, 0.02, -0.03], [0.00, 0.00, -0.01], [-0.05, -0.02, 0.03], [0.05, 0.00, -0.06], [-0.02, 0.04, 0.06], [-0.01, 0.02, 0.05], [-0.01, 0.04, 0.01], [-0.02, 0.00, -0.05], [0.06, -0.06, 0.00], [-0.01, 0.01, 0.01], [-0.01, 0.01, 0.01], [0.00, 0.00, 0.00], [0.00, 0.01, 0.00], [0.01, 0.00, 0.01], [0.00, 0.02, -0.01], [0.00, 0.00, 0.00], [0.01, 0.00, -0.01], [0.00, 0.01, 0.00], [-0.01, -0.01, 0.01], [-0.03, -0.01, 0.02], [0.01, 0.01, 0.00], [0.00, 0.00, -0.01], [0.00, -0.01, 0.00], [0.01, 0.02, 0.02], [0.00, 0.01, 0.01], [0.00, 0.00, 0.00], [-0.03, 0.03, -0.02], [0.04, 0.00, 0.01], [-0.05, -0.01, -0.02], [0.00, 0.00, -0.01], [0.02, 0.00, 0.01], [0.00, 0.01, 0.00], [0.01, 0.01, 0.03], [-0.04, -0.05, 0.01], [-0.02, 0.00, -0.02], [0.01, 0.00, 0.06], [-0.05, 0.03, -0.02], [0.05, 0.02, -0.08], [0.09, 0.02, -0.02], [0.00, 0.00, 0.00], [-0.01, -0.01, 0.00], [0.00, 0.00, -0.01], [0.03, 0.01, 0.03], [0.01, 0.01, -0.01], [-0.01, -0.03, -0.02], [0.00, 0.00, 0.00], [0.02, -0.01, 0.00]]
}